(1)
The following is a quantum chemistry calculation of a molecular structure, C6H18B2BeCl14 at a distorted geometry, from OMol25.

Each line ends with the Mulliken charge.
Atoms and positions in Å:
Be1 -2.35 -0.79 0.21  0.361
B1 -0.16 -0.01 -0.34  1.121
H1 -0.80 0.67 0.32  -0.357
H2 -0.64 -0.05 -1.36  -0.282
H3 0.91 0.35 -0.44  -0.462
H4 -0.20 -1.02 0.19  -0.128
B2 -2.45 -2.07 2.34  0.332
H5 -1.61 -1.32 2.49  -0.203
H6 -2.58 -2.71 3.26  -0.105
H7 -3.43 -1.52 2.15  -0.179
H8 -2.11 -2.69 1.44  -0.155
C1 2.47 -1.84 1.23  0.930
Cl1 3.72 -0.62 1.17  -0.105
Cl2 1.45 -1.45 2.59  -0.115
Cl3 3.09 -3.49 1.46  -0.158
H9 1.91 -1.83 0.30  -0.576
C2 2.42 -0.90 -2.89  0.802
Cl4 3.89 0.09 -2.65  -0.115
Cl5 2.63 -2.56 -2.28  -0.111
Cl6 2.01 -0.98 -4.61  -0.156
H10 1.57 -0.37 -2.45  -0.466
C3 -1.81 2.91 2.90  -0.231
Cl7 -0.49 2.17 3.89  -0.141
Cl8 -2.62 1.73 1.89  -0.076
H11 -2.54 3.41 3.53  0.389
H12 -1.35 3.64 2.24  0.079
C4 -0.56 -3.29 -2.87  0.276
Cl9 -1.12 -4.65 -3.89  -0.166
Cl10 -1.89 -2.34 -2.29  -0.105
H13 -0.04 -3.68 -2.01  0.199
H14 0.11 -2.68 -3.47  -0.175
C5 2.10 2.61 1.54  0.321
Cl11 2.87 2.46 -0.06  -0.148
Cl12 1.65 4.31 1.78  -0.162
H15 1.22 1.97 1.57  -0.377
H16 2.82 2.20 2.24  0.343
C6 -1.50 2.85 -1.91  -0.038
Cl13 -1.82 4.14 -0.77  -0.140
Cl14 -2.75 1.56 -1.79  -0.112
H17 -1.55 3.27 -2.91  0.421
H18 -0.49 2.50 -1.72  -0.031

Output
M in g/mol: 617.19
Gap between HOMO and LUMO in hartree: 0.272
Charge: 0
ΔE to the lowest compared entry with this formula, charge and spin in kcal per mole: 0.0



(2)
The following is a quantum chemistry calculation of a molecular structure, C6H18Ba3NO6 at a distorted geometry, from OMol25.

Each line ends with the Mulliken charge.
Atoms and positions in Å:
Ba1 -1.73 -0.51 3.42  1.743
Ba2 -0.07 2.03 1.43  1.751
Ba3 -3.06 -2.49 -0.19  1.643
N1 -1.17 -0.46 0.45  1.795
O1 -1.83 -1.01 -0.42  -0.901
O2 -0.81 0.67 0.26  -0.577
O3 -1.14 -0.94 1.62  -1.090
C1 -4.00 2.56 -1.58  -1.048
C2 -2.63 1.75 -1.75  -0.359
O4 -2.10 1.45 -0.44  -0.189
H1 -4.25 2.86 -2.60  0.421
H2 -3.93 3.50 -1.03  0.341
H3 -4.59 1.83 -1.03  0.308
H4 -1.96 2.41 -2.31  0.337
H5 -2.82 0.91 -2.42  0.344
H6 -1.88 0.52 -0.40  0.421
C3 2.52 -2.87 0.67  -1.411
C4 1.65 -2.14 1.71  -0.150
O5 1.11 -1.07 1.09  -0.620
H7 3.50 -2.41 0.54  0.465
H8 1.96 -3.02 -0.25  0.378
H9 2.86 -3.86 0.96  0.433
H10 2.32 -1.78 2.49  0.299
H11 0.93 -2.75 2.25  0.415
H12 0.79 -0.47 1.77  0.177
C5 3.04 0.27 -0.36  -1.060
C6 1.87 1.11 -0.91  -0.204
O6 0.81 0.78 -0.10  -0.868
H13 4.04 0.71 -0.44  0.429
H14 3.07 -0.82 -0.44  0.325
H15 2.95 0.32 0.72  0.227
H16 1.57 0.95 -1.95  0.309
H17 2.19 2.15 -0.84  0.401
H18 0.82 -0.16 0.09  0.514

Output
M in g/mol: 612.20
Gap between HOMO and LUMO in hartree: 0.219
Charge: +5



(3)
The following is a quantum chemistry calculation of a molecular structure, C6H18BeN8O10 at a distorted geometry, from OMol25.

Each line ends with the Mulliken charge.
Atoms and positions in Å:
Be1 -0.12 -0.32 -0.48  1.373
O1 0.54 -2.03 -4.52  -0.500
C1 0.47 -1.50 -3.27  0.756
O2 0.53 -0.30 -3.03  -0.669
O3 0.26 -2.20 -2.29  -0.666
H1 0.47 -1.23 -5.04  0.314
O4 -2.95 2.65 -2.48  -0.537
C2 -2.20 1.75 -1.82  0.640
O5 -1.10 2.01 -1.50  -0.669
O6 -2.65 0.62 -1.74  -0.700
H2 -3.66 2.11 -2.83  0.312
C3 2.31 2.23 -0.81  0.458
O7 1.61 1.41 -0.21  -0.442
N1 1.79 3.23 -1.32  -0.378
N2 3.58 2.22 -1.01  -0.361
H3 0.79 3.14 -1.41  0.252
H4 2.26 3.74 -2.05  0.217
H5 3.93 3.04 -1.48  0.127
H6 4.24 1.59 -0.58  0.230
C4 -2.34 -3.05 0.53  0.547
O8 -1.45 -2.28 0.51  -0.395
N3 -2.84 -3.66 1.53  -0.436
N4 -2.89 -3.59 -0.52  -0.371
H7 -3.68 -4.19 1.33  0.146
H8 -2.43 -3.34 2.39  0.242
H9 -2.51 -3.39 -1.44  0.239
H10 -3.67 -4.21 -0.34  0.096
C5 2.48 -1.49 1.71  0.512
O9 1.40 -1.36 1.16  -0.415
N5 3.01 -2.67 2.04  -0.422
N6 3.20 -0.43 2.02  -0.367
H11 2.57 -3.57 1.92  0.230
H12 3.81 -2.72 2.65  0.132
H13 3.00 0.41 1.48  0.154
H14 4.03 -0.65 2.54  0.158
C6 -1.21 1.80 2.19  0.563
O10 -1.00 0.57 1.92  -0.505
N7 -1.52 2.23 3.38  -0.459
N8 -1.29 2.73 1.32  -0.206
H15 -2.03 3.07 3.58  0.177
H16 -1.66 1.48 4.04  0.267
H17 -1.18 2.68 0.31  0.147
H18 -1.91 3.46 1.63  0.210

Output
M in g/mol: 371.27
Gap between HOMO and LUMO in hartree: 0.283
Charge: 0
ΔE to the lowest compared entry with this formula, charge and spin in kcal per mole: 103.4



(4)
The following is a quantum chemistry calculation of a molecular structure, C6H18BrLiO6 at a distorted geometry, from OMol25.

Each line ends with the Mulliken charge.
Atoms and positions in Å:
Li1 -3.78 -2.35 -5.01  0.879
Br1 -1.85 -0.91 -1.64  -0.879
C1 0.06 -2.00 6.09  -0.270
C2 -0.39 -2.19 4.67  -0.319
O1 0.42 -3.06 3.87  -0.545
O2 -0.78 -1.12 6.79  -0.522
H1 1.09 -1.65 6.08  0.241
H2 0.07 -2.92 6.68  0.260
H3 -0.27 -1.29 4.08  0.248
H4 -1.47 -2.38 4.62  0.281
H5 0.20 -2.94 2.94  0.325
H6 -0.44 -0.90 7.66  0.302
C3 -4.68 4.88 -2.61  -0.433
C4 -5.42 4.87 -4.02  -0.312
O3 -5.05 3.73 -4.71  -0.522
O4 -3.29 4.81 -2.71  -0.494
H7 -4.97 4.05 -1.96  0.284
H8 -5.08 5.70 -2.02  0.318
H9 -5.17 5.79 -4.53  0.234
H10 -6.51 4.94 -4.04  0.304
H11 -5.59 2.94 -4.55  0.302
H12 -3.09 3.88 -2.75  0.319
C5 4.97 -2.29 -1.02  -0.323
C6 6.07 -2.58 -2.02  -0.415
O5 6.58 -1.37 -2.54  -0.515
O6 5.47 -1.68 0.18  -0.526
H13 4.65 -3.29 -0.75  0.277
H14 4.10 -1.80 -1.45  0.312
H15 5.55 -3.03 -2.86  0.278
H16 6.89 -3.16 -1.58  0.301
H17 6.84 -0.82 -1.80  0.313
H18 4.87 -1.86 0.91  0.300

Output
M in g/mol: 273.05
Gap between HOMO and LUMO in hartree: 0.170
Charge: 0
ΔE to the lowest compared entry with this formula, charge and spin in kcal per mole: 86.1